ORCA calculation (ωB97M-V/def2-TZVPD) on an isolated ion of composition C28H21N2O6S2 and charge -1.

Structure (XYZ):
```
59
Properties=species:S:1:pos:R:3:forces:R:3
C 1.5912 1.1060 -4.7533 0.6 -0.3 0.5
C 2.3963 -0.0581 -0.3081 3.7 -2.1 2.7
C -0.2820 0.0076 -0.3378 0.4 -1.4 -1.4
H 1.6784 -4.7739 -0.2333 -0.1 -0.2 -0.1
H -0.4817 -6.0146 0.0898 0.1 0.0 0.1
H -2.0606 2.5851 -3.8668 -0.4 -0.4 0.8
O 1.9994 0.6016 -7.3879 0.2 -2.3 1.5
N 3.3569 -0.5846 0.1629 -3.6 2.1 -2.0
H 1.2870 2.4826 7.0688 -0.1 0.0 -0.3
O 2.4442 -1.5522 -7.0565 -1.0 2.9 1.2
S 0.2753 -0.8793 2.3475 -1.4 0.8 -0.9
C 1.2601 0.4824 -0.9984 -1.4 0.6 -0.7
C -0.3138 -5.0603 0.5798 0.1 0.2 0.0
C 1.5617 0.2264 -2.4610 0.3 1.1 -0.7
C 0.7987 2.3529 6.1004 -0.3 -0.2 -0.3
H -4.3111 2.8470 -2.7445 -0.1 0.0 -0.1
H 1.9699 -2.5325 0.7656 -0.2 -0.1 0.0
C -1.2919 -4.5296 1.4220 0.1 0.2 0.0
H 2.5124 2.9873 4.9366 -0.1 0.0 0.1
H -1.8504 -2.8556 2.6966 0.2 0.0 -0.3
C -3.5519 2.2177 -2.3035 -0.3 0.2 -0.4
C -1.1598 1.7139 4.7955 0.1 0.0 0.1
C 1.8588 -0.1934 -5.2322 0.2 -0.1 1.5
H 2.2259 -1.8213 -2.2561 -0.3 0.1 -0.1
O -2.4919 1.2597 2.2419 1.0 1.0 0.0
C -3.8431 1.5023 -1.1607 0.9 -2.0 2.1
C 0.8759 -4.3628 0.3628 -0.2 0.0 0.0
C 1.9623 -1.0214 -2.9462 -0.3 0.1 -0.6
O 1.6900 -0.6533 2.6124 -0.9 -0.7 0.2
H -4.8494 1.3915 -0.7118 0.6 0.6 -0.5
H -3.0055 0.2355 0.4217 -0.4 -0.4 0.7
C 1.4892 2.6293 4.9168 -0.3 0.1 0.0
C 1.5246 1.3276 -3.3801 -0.1 -1.1 -0.2
C 0.8628 2.4615 3.6806 -0.3 -0.2 0.1
C -1.4816 0.7516 -1.0188 -1.2 -1.2 0.3
H 1.3502 2.7309 2.7446 0.1 -0.2 0.3
H -2.2011 -5.0815 1.6293 0.1 -0.1 -0.1
C 0.0362 -2.5593 1.6944 0.5 0.5 0.0
C -2.8284 0.7474 -0.4810 1.2 1.5 -2.5
O -0.7100 -0.8208 3.4344 1.1 -0.1 -0.2
N 2.1000 -0.4041 -6.6343 0.7 -0.3 -2.9
H -2.2067 1.3989 4.7421 0.5 -0.1 -0.1
C -0.3078 0.2693 1.0825 0.4 -0.7 3.5
H 1.0392 1.5313 -0.7952 0.9 0.2 -0.1
H -1.0921 1.7035 6.9652 0.3 0.1 -0.5
C -1.3380 1.2948 -2.2686 0.6 0.9 -1.5
H 1.3788 2.3370 -2.9866 0.0 -0.4 -0.2
C -0.5311 1.9038 6.0397 -0.1 0.2 -0.4
H 2.4304 -2.1901 -4.6984 -0.1 -0.2 -0.1
C -0.4339 1.9502 3.6194 0.7 0.1 -0.2
H -0.3941 1.1406 -2.8120 -1.1 0.3 0.6
S -1.1048 1.6545 1.9373 -1.5 -2.2 0.4
O -0.8493 2.8473 1.1716 0.0 0.5 -0.4
H 1.5428 1.9358 -5.4392 -0.1 0.0 -0.1
C -1.1242 -3.2750 2.0020 0.4 0.2 -0.2
C 2.0880 -1.2407 -4.3268 0.0 0.7 0.2
C -2.3179 2.0843 -2.9073 0.8 -0.3 0.0
C 1.0541 -3.1010 0.9134 -0.3 0.0 0.2
H -0.2265 -1.1338 -0.6707 -0.7 2.0 1.1
```
Forces are in eV/Å.

Calculated values
2S+1: 1
Structure (SMILES): N#C[C@@H](c1ccc([N+](=O)[O-])cc1)[C@@H](C(S(=O)(=O)c1ccccc1)=[S@](=O)([O-])c1ccccc1)c1ccccc1
Largest force on an atom: 5.00 eV Å⁻¹
HOMO-LUMO gap: 5.41 eV
Total charge: -1
Energy relative to the best compared isomer or geometry (same formula, charge and spin): 121.9 kJ/mol
LUMO: 0.0354 Eh
Highest occupied orbital energy: -0.1636 hartree

=====

ORCA calculation (ωB97M-V/def2-TZVPD) on an isolated molecule of C3H8N2O.

Structure (XYZ):
```
14
Properties=species:S:1:pos:R:3:forces:R:3
N -0.5839 -1.5979 -1.3541 -1.6 0.1 -0.8
H 0.4296 0.0176 2.2750 0.4 0.6 -0.2
H -1.5808 -1.4345 -1.2889 -0.1 0.2 -0.3
H -0.4345 -2.2027 -0.5663 1.0 0.2 0.4
C 0.1747 -0.3531 -1.5278 0.5 -1.3 2.0
H 1.1496 -0.7235 -1.8410 0.1 0.9 -0.6
O 1.5382 0.7181 0.1912 0.2 -0.5 0.1
H -1.1733 -0.1610 2.5634 -0.8 0.5 -0.2
C 0.4413 0.3538 -0.1672 -0.9 0.6 -0.9
H -1.5782 0.5811 0.1615 -0.3 -0.4 0.1
C -0.5038 0.5319 2.0524 0.0 -0.3 -0.2
N -0.6853 0.5315 0.6037 1.1 -0.4 0.6
H -0.3661 0.3010 -2.2050 0.3 -0.1 -0.3
H -0.5057 1.5474 2.4410 0.0 -0.2 0.4
```
Forces are in eV/Å.

Calculated values
2S+1: 1
Structure (SMILES): CNC(=O)CN
Largest force on an atom: 2.46 eV Å⁻¹
HOMO-LUMO gap: 9.81 eV
Energy relative to the best compared isomer or geometry (same formula, charge and spin): 123.3 kJ/mol
LUMO: 0.0277 Eh
Highest occupied orbital energy: -0.3328 hartree

=====

ORCA calculation (ωB97M-V/def2-TZVPD) on an isolated ion of composition C3H7N2 and charge +1.

Structure (XYZ):
```
12
Properties=species:S:1:pos:R:3:forces:R:3
C -0.2299 0.1116 0.2071 -6.4 0.3 0.9
N 1.2231 0.0981 -0.6448 3.5 1.9 -1.9
H -0.2255 1.4959 -1.5615 0.4 -0.4 1.6
N -0.3498 -0.5766 1.3669 -0.3 -0.2 2.2
C -1.1518 -1.0985 0.2613 0.8 2.1 0.1
H 0.7868 2.0143 -0.1290 1.0 3.1 1.8
C 0.2722 1.2730 -0.5618 -0.4 -4.4 -1.6
H -0.7762 -2.0783 0.0079 -0.1 -0.4 -0.6
H 2.0013 0.2469 0.0429 -0.2 -0.7 -1.7
H -0.5511 -0.4093 2.3831 -0.3 0.2 -0.6
H -2.2280 -0.8641 0.2332 0.4 -0.7 0.5
H 1.2287 -0.2128 -1.6053 1.4 -0.8 -0.4
```
Forces are in eV/Å.

Calculated values
2S+1: 3
Largest force on an atom: 6.51 eV Å⁻¹
HOMO-LUMO gap (spin up / spin down): 5.92 / 8.28 eV
Total charge: +1
Energy relative to the best compared isomer or geometry (same formula, charge and spin): 385.6 kJ/mol
LUMO (spin up / spin down): -0.1128 / -0.2982 Eh
Highest occupied orbital energy (spin up / spin down): -0.3302 / -0.6026 hartree

=====

ORCA calculation (ωB97M-V/def2-TZVPD) on C22H18F15IN2O9S3 as an isolated structure.

Structure (XYZ):
```
70
Properties=species:S:1:pos:R:3:forces:R:3
O 1.7844 -4.1070 0.4274 0.1 0.4 0.0
H -1.5116 3.9583 0.5689 1.3 -0.7 0.4
H 0.2420 5.8175 -0.7749 0.5 -0.1 1.6
C 3.5225 -0.8179 -2.4473 0.0 -0.2 0.0
H -0.9721 1.5475 -0.4026 0.3 0.7 1.5
C 0.7338 5.5338 0.2228 -0.1 -0.6 -1.8
H -2.5592 0.5634 1.6234 -0.3 1.4 -0.2
F -3.2664 0.3156 -0.6984 -0.4 2.2 0.7
C 5.5852 -7.3943 1.3500 -0.1 -0.2 -0.2
C -5.6971 3.0723 0.1922 1.7 -1.0 0.1
H 3.7710 0.2214 -2.6305 -0.1 -0.1 0.1
C -0.9665 1.8237 0.7061 -1.4 0.0 -0.2
C 2.9240 -1.1869 -1.2487 0.0 0.1 0.1
N 2.0098 -2.9218 0.2489 -0.2 -0.1 0.3
I 0.6142 2.3632 3.7601 -0.6 0.4 -0.3
C 0.6692 3.9096 0.2518 1.6 1.5 0.9
H 4.9247 -9.3904 -1.9017 0.1 0.2 0.0
F -8.6258 3.8545 -0.8159 1.2 0.8 1.9
F -9.4466 3.6088 1.3484 1.7 1.7 -1.0
O -0.4091 6.1403 3.8837 0.0 -1.6 -3.9
S 0.2217 5.4126 2.7387 2.5 1.9 5.1
C 2.8915 -3.4947 -1.9843 0.0 -0.1 0.0
H 4.5909 -10.4622 0.2908 0.0 0.1 -0.1
O -0.0667 6.1565 1.2511 0.7 -1.6 1.5
C -4.9998 1.6210 0.3635 -0.7 -0.8 -1.5
F -6.6094 3.3758 2.4021 -0.5 -0.6 -2.9
H 2.6509 -4.5379 -1.8164 0.0 0.2 0.2
H 1.7998 5.9231 0.1731 -1.3 -0.7 0.5
H 4.9995 -9.1906 2.3726 0.0 0.0 -0.1
C 5.1119 -8.8242 -0.9969 0.0 -0.1 -0.1
H 4.2790 -1.4912 -4.3423 -0.1 0.0 0.1
F -4.7519 3.9792 0.7408 -1.9 -1.2 -1.4
F -5.6986 0.7632 -0.5247 1.0 1.4 2.1
H 2.7081 -0.4269 -0.5071 -0.1 -0.2 0.0
H -1.6144 3.7906 3.0203 1.4 0.0 -0.7
F -7.7268 1.9517 1.1041 1.8 2.2 -0.8
C 5.5350 -7.4992 -1.0483 -0.1 -0.4 0.7
F 1.8907 3.4147 0.8101 -2.2 0.5 -1.0
S 0.7559 3.4084 -1.5626 -0.9 -4.7 -2.7
H -2.8732 2.4209 1.8739 0.5 -1.2 -0.5
F -5.0620 1.1319 1.6660 -0.3 0.8 -2.2
O 5.4589 -7.4965 -3.3485 0.1 0.2 0.3
O 6.1033 -5.6921 -2.3545 -0.1 -0.3 0.0
O -0.5151 3.6825 -2.2808 3.4 0.6 2.1
H 5.7661 -6.8415 2.2650 0.0 0.0 -0.1
F 2.0349 4.3013 -2.1909 -2.3 -1.0 1.4
S -8.2279 4.5222 0.6375 -3.2 2.6 1.0
C 5.1554 -8.7160 1.4093 0.0 0.0 0.0
H -0.2820 1.0802 1.2125 -0.7 1.1 -0.4
O 1.7658 -2.0433 1.0615 0.0 -0.2 -0.2
C -2.5037 1.6041 1.1848 0.6 0.0 -1.2
F -7.9517 5.2653 2.1195 -0.7 -1.0 -2.3
C -0.6286 3.3536 0.9869 -0.3 -0.2 -0.6
O 1.6849 5.2829 3.0428 -3.4 -0.1 -2.5
C -0.5782 3.7199 2.5582 0.2 0.3 -1.1
H 6.1142 -5.7501 0.0848 -0.1 -0.1 -0.2
C 3.4877 -3.1167 -3.1812 0.0 0.2 0.1
N 5.7138 -6.8482 -2.3473 0.1 0.2 -0.4
F -3.1296 2.5368 -1.0678 -0.9 -1.3 1.7
C -7.0178 3.1528 1.0693 0.2 -1.6 2.5
C 4.9231 -9.4315 0.2389 0.1 0.2 0.0
C 2.6176 -2.5259 -1.0229 0.4 0.2 -0.7
H 3.7084 -3.8633 -3.9357 0.0 0.0 0.1
F -5.8737 3.2267 -1.1738 0.1 0.4 2.7
C 5.7793 -6.7801 0.1185 0.0 0.1 0.0
F -9.3422 5.7087 0.3221 1.7 -1.8 0.4
O 1.1948 1.9741 -1.6353 -0.6 4.4 0.5
F -7.0696 5.5144 0.0085 -1.3 -1.9 0.4
C -3.4699 1.5938 -0.0931 1.5 -1.6 0.3
C 3.8062 -1.7817 -3.4097 0.0 0.0 0.1
```
Forces are in eV/Å.

Calculated values
2S+1: 1
Largest force on an atom: 5.94 eV Å⁻¹
HOMO-LUMO gap: 8.58 eV
Energy relative to the best compared isomer or geometry (same formula, charge and spin): 350.3 kJ/mol
LUMO: -0.0507 Eh
Highest occupied orbital energy: -0.3661 hartree

=====

Number 1: E_tot -2436.75341 hartree. Number 2: E_tot -303.84518 hartree. Number 3: E_tot -227.42740 hartree. Number 4: E_tot -4625.63239 hartree.